# 1
Formula: CHI2NO
Source: the Open Molecules 2025 dataset
Level of theory: the ωB97M-V functional and the def2-TZVPD basis

```
6
Properties=species:S:1:pos:R:3:forces:R:3
C -0.037 -0.292 -0.159 -2.1 -1.5 2.8
N 0.153 1.102 0.231 -0.6 3.0 1.7
O -0.533 1.595 1.156 1.7 -2.9 -3.0
I 1.869 -1.311 0.452 -1.3 0.8 -0.6
I -0.576 -0.350 -2.276 0.4 0.0 1.4
H -0.876 -0.744 0.595 1.8 0.7 -2.2
```
Forces are in eV/Å.

ΔE to the lowest compared entry with this formula, charge and spin in kcal per mole: 49.51
LUMO level in eV: -1.48
Strongest force on any atom in eV/A: 4.54
SMILES: O=NC(I)I

=====

# 2
Formula: CHI2O2S
Source: the Open Molecules 2025 dataset
Level of theory: the ωB97M-V functional and the def2-TZVPD basis

```
7
Properties=species:S:1:pos:R:3:forces:R:3
C 2.416 -0.001 -0.460 0.2 0.7 0.1
O 0.162 -0.439 0.724 -1.2 1.7 -1.4
O 1.012 1.755 0.855 0.3 1.3 0.1
S 1.580 0.418 1.053 -2.1 -0.7 -0.1
I 2.876 -2.046 -0.026 0.4 -0.8 -0.1
I 4.163 1.258 0.128 0.6 0.0 -0.4
H -0.360 0.282 0.140 1.8 -2.2 1.8
```
Forces are in eV/Å.

Net charge: -1
ΔE to the lowest compared entry with this formula, charge and spin in kcal per mole: 35.41
LUMO level in eV: 3.02
Strongest force on any atom in eV/A: 3.37

=====

# 3
Formula: CHI2PS
Source: the Open Molecules 2025 dataset
Level of theory: the ωB97M-V functional and the def2-TZVPD basis

```
6
Properties=species:S:1:pos:R:3:forces:R:3
C 1.137 1.367 0.001 -0.1 0.2 -0.6
P 1.692 0.138 1.170 1.2 -0.1 0.5
S -0.006 -1.003 0.964 0.0 -1.3 0.8
I 2.873 -0.143 -1.041 -0.2 0.2 0.1
I 1.882 3.285 0.250 0.3 0.2 0.1
H -0.387 0.151 0.479 -1.2 0.7 -0.9
```
Forces are in eV/Å.

ΔE to the lowest compared entry with this formula, charge and spin in kcal per mole: 48.23
LUMO level in eV: -1.26
Strongest force on any atom in eV/A: 1.67

=====

# 4
Formula: CHI3S
Source: the Open Molecules 2025 dataset
Level of theory: the ωB97M-V functional and the def2-TZVPD basis

```
6
Properties=species:S:1:pos:R:3:forces:R:3
C 1.160 -0.314 -0.822 -0.3 -0.1 -0.6
S -2.319 0.201 1.031 -0.1 -0.1 0.2
I -0.364 1.493 0.785 0.0 0.2 0.2
I 3.027 0.626 -0.820 0.2 0.0 0.2
I 1.136 -2.185 0.090 0.2 0.0 0.2
H -2.639 0.180 -0.265 0.0 0.0 -0.2
```
Forces are in eV/Å.

ΔE to the lowest compared entry with this formula, charge and spin in kcal per mole: 69.16
LUMO level in eV: -1.30
Strongest force on any atom in eV/A: 0.67

=====

# 5
Formula: CHI4P
Source: the Open Molecules 2025 dataset
Level of theory: the ωB97M-V functional and the def2-TZVPD basis

```
7
Properties=species:S:1:pos:R:3:forces:R:3
C 0.050 0.637 0.055 1.7 -1.7 -0.2
P 0.115 -1.085 0.717 0.4 1.0 0.2
I -1.917 1.876 0.554 -1.6 1.1 0.6
I 1.732 1.726 0.804 -0.6 -0.1 -0.1
I -1.883 -2.008 -0.303 -0.3 0.1 -0.2
I 1.870 -1.835 -0.797 0.3 -0.5 -0.2
H 0.033 0.689 -1.030 0.1 0.1 0.0
```
Forces are in eV/Å.

ΔE to the lowest compared entry with this formula, charge and spin in kcal per mole: 3.24
LUMO level (alpha / beta) in eV: -0.45 / -3.85
Strongest force on any atom in eV/A: 2.43
2S+1: 3

=====

# 6
Formula: CHIOS2
Source: the Open Molecules 2025 dataset
Level of theory: the ωB97M-V functional and the def2-TZVPD basis

```
6
Properties=species:S:1:pos:R:3:forces:R:3
C -0.005 0.741 0.051 2.8 0.8 2.9
O 0.842 1.226 -0.583 -1.9 -0.8 0.3
S 1.716 2.182 2.682 0.3 -0.2 -0.2
S 0.345 0.740 2.432 0.1 0.2 -1.8
I 4.051 1.330 2.558 -0.8 0.1 0.0
H -0.888 0.152 0.208 -0.6 -0.2 -1.2
```
Forces are in eV/Å.

ΔE to the lowest compared entry with this formula, charge and spin in kcal per mole: 34.70
LUMO level in eV: -0.96
Strongest force on any atom in eV/A: 4.15